<w>
A 7-piece molecular cluster, H13O6S overall. Source: OMol25; level of theory: the ωB97M-V functional and the def2-TZVPD basis.

Bonds (Å) are listed after each position.
Element x y z (Å)
1 S 1.07 -0.11 -0.87  H2 1.344
2 H 1.12 -0.90 -1.96  S1 1.344
3 H 1.07 -2.93 -0.57  O5 0.955
4 H -0.34 -2.39 -0.86  O5 0.976
5 O 0.16 -3.21 -0.67  H3 0.955, H4 0.976
6 H -2.75 2.16 0.75  O8 0.969
7 H -1.36 2.27 1.31  O8 0.965
8 O -2.28 2.32 1.59  H6 0.969, H7 0.965
9 H -0.68 1.05 -2.04  O11 0.977
10 H -0.54 1.44 -3.52  O11 0.974
11 O -1.20 1.34 -2.81  H9 0.977, H10 0.974
12 H 0.45 2.12 -0.25  O14 0.977
13 H -0.80 2.78 -0.68  O14 0.972
14 O -0.05 2.93 -0.07  H12 0.977, H13 0.972
15 H -1.82 -1.51 1.33  O17 0.955
16 H -0.38 -0.94 1.23  O17 0.977
17 O -1.11 -1.13 1.85  H15 0.955, H16 0.977
18 H 2.29 -1.31 1.58  O20 0.951
19 H 2.94 -2.68 1.65  O20 0.938
20 O 2.50 -2.03 2.16  H18 0.951, H19 0.938

Computed properties:
HOMO-LUMO gap, eV: 8.19
Net charge: -1

Charges per atom according to Mulliken partitioning, unit e:
1. S -0.81
2. H 0.01
3. H 0.31
4. H 0.29
5. O -0.59
6. H 0.28
7. H 0.42
8. O -0.65
9. H 0.25
10. H 0.32
11. O -0.64
12. H 0.25
13. H 0.32
14. O -0.68
15. H 0.28
16. H 0.30
17. O -0.61
18. H 0.31
19. H 0.29
20. O -0.63

<x>
A 7-piece molecular cluster, H13O6S overall. Source: OMol25; level of theory: the ωB97M-V functional and the def2-TZVPD basis.

Bonds (Å) are listed after each position.
Element x y z (Å)
1 S 3.00 1.29 -0.76  H2 1.331
2 H 2.44 1.35 -1.96  S1 1.331
3 H 2.34 -0.78 -0.27  O5 0.999
4 H 2.28 -1.09 1.20  O5 0.964
5 O 2.08 -1.51 0.36  H3 0.999, H4 0.964
6 H -1.44 -0.67 2.51  O8 0.954
7 H -1.03 0.28 1.37  O8 0.988
8 O -1.71 -0.38 1.64  H6 0.954, H7 0.988
9 H 0.42 -1.86 0.04  O11 0.977
10 H -0.92 -1.48 0.74  O11 0.975
11 O -0.55 -1.98 -0.01  H9 0.977, H10 0.975
12 H -1.76 0.97 -0.90  O14 0.984
13 H -2.24 0.93 0.52  O14 0.962
14 O -2.12 1.56 -0.20  H12 0.984, H13 0.962
15 H 1.09 1.24 0.31  O17 0.993
16 H -0.34 1.66 -0.02  O17 0.972
17 O 0.19 1.30 0.72  H15 0.993, H16 0.972
18 H -0.01 0.23 -2.00  O20 0.966
19 H -0.80 -0.91 -1.36  O20 0.987
20 O -0.90 -0.14 -1.96  H18 0.966, H19 0.987

Computed properties:
HOMO-LUMO gap, eV: 7.51
Net charge: -1

Charges per atom according to Mulliken partitioning, unit e:
1. S -0.76
2. H 0.01
3. H 0.27
4. H 0.33
5. O -0.76
6. H 0.35
7. H 0.49
8. O -0.79
9. H 0.49
10. H 0.41
11. O -0.86
12. H 0.45
13. H 0.39
14. O -0.83
15. H 0.18
16. H 0.34
17. O -0.71
18. H 0.31
19. H 0.48
20. O -0.78

Relative to the most stable structure, the computed energies are <w> 0.0155; <x> 0.0000, all in hartree.

<w>
One molecule with the formula C3H7NO2S. Source: OMol25; level of theory: the ωB97M-V functional and the def2-TZVPD basis.

Bonds (Å) are listed after each position.
Element x y z (Å)
1 O 0.73 -2.06 1.33  C2 1.208
2 C 1.40 -1.12 0.97  O1 1.208, O3 1.350, N4 1.365
3 O 2.71 -1.08 1.32  C2 1.350, H8 0.970
4 N 1.13 -0.15 0.06  C2 1.365, C5 1.436, H9 1.006
5 C -0.13 -0.05 -0.64  N4 1.436, C6 1.553, H10 1.091, H11 1.119
6 C -0.66 1.37 -0.96  C5 1.553, S7 1.811, H12 1.095, H13 1.077
7 S -2.47 1.50 -0.95  C6 1.811, H14 1.360
8 H 2.93 -1.92 1.75  O3 0.970
9 H 1.86 0.53 -0.07  N4 1.006
10 H -0.89 -0.34 0.09  C5 1.091
11 H -0.22 -0.85 -1.41  C5 1.119
12 H -0.36 1.58 -1.99  C6 1.095
13 H -0.10 1.99 -0.29  C6 1.077
14 H -2.84 0.34 -1.56  S7 1.360

Computed properties:
HOMO-LUMO gap, eV: 10.09
SMILES: O=C(O)NCCS

Charges per atom according to Mulliken partitioning, unit e:
1. O -0.59
2. C 0.54
3. O -0.50
4. N -0.14
5. C -0.50
6. C -0.57
7. S -0.23
8. H 0.34
9. H 0.24
10. H 0.34
11. H 0.28
12. H 0.30
13. H 0.36
14. H 0.13

<x>
A 2-piece molecular cluster, C3H7NO2S overall. Source: OMol25; level of theory: the ωB97M-V functional and the def2-TZVPD basis.

Bonds (Å) are listed after each position.
Element x y z (Å)
1 C 2.60 -0.33 -0.37  N4 1.213, H8 1.142
2 C -1.33 0.12 -0.87  C3 1.462, H9 1.135, H10 1.140, H11 1.049
3 C -0.95 0.75 0.40  C2 1.462, S7 1.906, H12 1.038, H13 1.138
4 N 2.50 -1.37 0.24  C1 1.213, H14 0.993
5 O 1.06 2.08 1.60  S7 1.438
6 O 0.50 2.50 -0.82  S7 1.460
7 S 0.76 1.58 0.29  C3 1.906, O5 1.438, O6 1.460
8 H 3.32 0.08 -1.16  C1 1.142
9 H -1.10 0.81 -1.74  C2 1.135
10 H -0.74 -0.85 -0.90  C2 1.140
11 H -2.30 -0.28 -0.94  C2 1.049
12 H -1.11 0.14 1.22  C3 1.038
13 H -1.62 1.63 0.65  C3 1.138
14 H 3.02 -2.22 0.28  N4 0.993

Computed properties:
HOMO-LUMO gap (alpha / beta), eV: 8.05 / 7.22

Charges per atom according to Mulliken partitioning, unit e:
1. C -0.01
2. C -1.07
3. C -0.48
4. N -0.37
5. O -0.56
6. O -0.58
7. S 0.85
8. H 0.31
9. H 0.28
10. H 0.22
11. H 0.41
12. H 0.43
13. H 0.32
14. H 0.24

<y>
One molecule with the formula C3H7NO2S. Source: OMol25; level of theory: the ωB97M-V functional and the def2-TZVPD basis.

Bonds (Å) are listed after each position.
Element x y z (Å)
1 C -2.74 -0.18 0.17  C2 1.544, H8 1.130, H9 1.069, H10 1.166
2 C -1.49 0.29 0.95  C1 1.544, O3 1.438, H11 1.109, H12 1.094
3 O -0.50 0.79 0.04  C2 1.438, C4 1.298
4 C 0.68 0.27 -0.09  O3 1.298, S5 1.655, N6 1.361
5 S 1.99 1.17 -0.56  C4 1.655
6 N 0.83 -1.06 0.18  C4 1.361, O7 1.433, H13 1.024
7 O -0.21 -1.93 -0.28  N6 1.433, H14 0.972
8 H -3.45 -0.58 0.95  C1 1.130
9 H -3.16 0.57 -0.47  C1 1.069
10 H -2.57 -1.10 -0.52  C1 1.166
11 H -1.76 1.18 1.56  C2 1.109
12 H -1.11 -0.55 1.53  C2 1.094
13 H 1.72 -1.48 -0.11  N6 1.024
14 H -0.40 -2.48 0.49  O7 0.972

Computed properties:
HOMO-LUMO gap, eV: 8.91
SMILES: CCOC(=S)NO

Charges per atom according to Mulliken partitioning, unit e:
1. C -0.94
2. C -0.27
3. O -0.31
4. C 0.31
5. S -0.37
6. N -0.19
7. O -0.40
8. H 0.31
9. H 0.34
10. H 0.22
11. H 0.33
12. H 0.33
13. H 0.30
14. H 0.34

<z>
One molecule with the formula C3H7NO2S. Source: OMol25; level of theory: the ωB97M-V functional and the def2-TZVPD basis.

Bonds (Å) are listed after each position.
Element x y z (Å)
1 C 0.65 1.46 -0.71  C2 1.656, H8 1.094, H9 1.055, H10 1.067
2 C -0.44 0.25 -0.41  C1 1.656, O3 1.324, S4 1.941, C5 1.558
3 O -0.95 -0.14 -1.57  C2 1.324, H11 0.988
4 S -1.72 1.09 0.78  C2 1.941, H12 1.406
5 C 0.13 -1.01 0.31  C2 1.558, N6 1.412, O7 1.225
6 N 0.88 -1.06 1.51  C5 1.412, H13 1.030, H14 1.019
7 O 0.09 -1.99 -0.42  C5 1.225
8 H 1.62 1.01 -0.96  C1 1.094
9 H 0.25 1.98 -1.53  C1 1.055
10 H 0.78 2.19 0.05  C1 1.067
11 H -0.58 -1.04 -1.74  O3 0.988
12 H -2.52 -0.07 0.72  S4 1.406
13 H 0.53 -0.68 2.40  N6 1.030
14 H 1.30 -1.99 1.58  N6 1.019

Computed properties:
HOMO-LUMO gap, eV: 10.08
SMILES: C[C@](O)(S)C(N)=O

Charges per atom according to Mulliken partitioning, unit e:
1. C -1.31
2. C 0.60
3. O -0.57
4. S -0.29
5. C 0.51
6. N -0.45
7. O -0.65
8. H 0.28
9. H 0.41
10. H 0.38
11. H 0.40
12. H 0.16
13. H 0.25
14. H 0.29

Relative to the most stable structure, the computed energies are <w> 0.0000; <x> 0.1643; <y> 0.0901; <z> 0.0169, all in hartree.

<w>
One molecule with the formula C3H7NO2S. Source: OMol25; level of theory: the ωB97M-V functional and the def2-TZVPD basis.

Bonds (Å) are listed after each position.
Element x y z (Å)
1 N -1.14 -0.58 -1.06  C2 1.428, H8 1.010, H9 0.998
2 C 0.12 -0.34 -0.45  N1 1.428, C3 1.558, C5 1.522, H10 1.094
3 C 0.03 0.11 1.04  C2 1.558, S4 1.830, H11 1.097, H12 1.092
4 S -0.69 -1.20 2.09  C3 1.830, H13 1.316
5 C 0.70 0.87 -1.16  C2 1.522, O6 1.204, O7 1.344
6 O 0.07 1.87 -1.37  C5 1.204
7 O 2.03 0.77 -1.34  C5 1.344, H14 0.959
8 H -1.75 0.23 -1.16  N1 1.010
9 H -1.56 -1.48 -1.00  N1 0.998
10 H 0.82 -1.19 -0.47  C2 1.094
11 H -0.65 0.96 1.05  C3 1.097
12 H 0.98 0.48 1.43  C3 1.092
13 H -1.68 -1.59 1.30  S4 1.316
14 H 2.32 1.45 -1.96  O7 0.959

Computed properties:
HOMO-LUMO gap, eV: 9.74
SMILES: N[C@H](CS)C(=O)O

Charges per atom according to Mulliken partitioning, unit e:
1. N -0.52
2. C 0.18
3. C -0.73
4. S -0.22
5. C 0.39
6. O -0.55
7. O -0.44
8. H 0.19
9. H 0.24
10. H 0.32
11. H 0.30
12. H 0.39
13. H 0.11
14. H 0.34

<x>
One molecule with the formula C3H7NO2S. Source: OMol25; level of theory: the ωB97M-V functional and the def2-TZVPD basis.

Bonds (Å) are listed after each position.
Element x y z (Å)
1 N 0.00 0.16 1.55  C2 1.487, H8 0.969, H9 1.093
2 C 0.20 0.39 0.09  N1 1.487, C3 1.625, C5 1.533, H10 1.120
3 C 0.70 -0.98 -0.62  C2 1.625, S4 1.893, H11 1.141, H12 1.081
4 S 2.41 -1.45 0.04  C3 1.893, H13 1.395
5 C -1.24 0.65 -0.37  C2 1.533, O6 1.231, O7 1.313
6 O -2.29 0.41 0.22  C5 1.231
7 O -1.01 1.16 -1.56  C5 1.313, H14 0.949
8 H 0.55 0.72 2.11  N1 0.969
9 H -1.07 0.11 1.77  N1 1.093
10 H 0.85 1.25 -0.24  C2 1.120
11 H -0.10 -1.79 -0.52  C3 1.141
12 H 0.91 -0.71 -1.64  C3 1.081
13 H 1.87 -1.04 1.26  S4 1.395
14 H -1.79 1.12 -2.09  O7 0.949

Computed properties:
HOMO-LUMO gap, eV: 9.50
SMILES: N[C@@H](CS)C(=O)O

Charges per atom according to Mulliken partitioning, unit e:
1. N -0.61
2. C 0.17
3. C -0.69
4. S -0.25
5. C 0.40
6. O -0.60
7. O -0.39
8. H 0.21
9. H 0.26
10. H 0.30
11. H 0.31
12. H 0.35
13. H 0.17
14. H 0.35

Relative to the most stable structure, the computed energies are <w> 0.0000; <x> 0.0300, all in hartree.